Here is C14H12Br2CsFNO4 as an isolated structure in a non-equilibrium geometry from the OMol25 dataset. Energies are from wB97M-V/def2-TZVPD.

spin multiplicity: 1
net charge: +1
electronic energy: -167732.0538 eV

Element x y z (Å)
C (-2.3263, 3.8445, 1.9347)
C (-1.8014, 4.4117, 0.5412)
C (-1.8310, 3.3082, -0.6234)
O (-0.5126, 2.6786, -0.5864)
C (-0.5106, 1.5723, -1.5196)
C (-0.4708, 0.1676, -0.8125)
C (-1.0179, -0.1285, 0.4099)
F (-1.7282, 0.8527, 1.1532)
C (-0.8974, -1.5883, 1.0961)
O (-1.7469, -1.9339, 1.9630)
C (0.3248, -2.4398, 0.6401)
N (0.8304, -3.4694, 1.5383)
C (-0.0139, -4.4137, 1.5444)
O (-0.9178, -5.1366, 1.6281)
C (0.8511, -2.1513, -0.6073)
C (2.1162, -3.0016, -1.0190)
Br (2.0106, -4.7404, -1.8911)
C (3.3301, -2.4226, -0.7074)
C (4.7332, -3.0610, -0.9893)
Br (3.3342, -0.6386, 0.1605)
C (0.2578, -1.0278, -1.5524)
O (0.3316, -1.1041, -2.7561)
H (-3.0008, 2.9464, 1.7682)
H (-2.8567, 4.6426, 2.5415)
H (-1.4224, 3.5297, 2.5452)
H (-0.7062, 4.6769, 0.6657)
H (-2.4177, 5.2924, 0.2052)
H (-1.8971, 3.7950, -1.6524)
H (-2.6715, 2.5770, -0.4416)
H (0.4507, 1.6907, -2.1177)
H (-1.3964, 1.6928, -2.2064)
H (5.4099, -2.7413, -0.1332)
H (5.1426, -2.5770, -1.9208)
H (4.7229, -4.1846, -1.0167)
Cs (-3.7026, -0.9185, 2.2180)